Formula: C39H34ClN3NdSSi2
Source: the OMol25 dataset
Level of theory: the ωB97M-V functional and the def2-TZVPD basis

Multiplicity   4
Gap between HOMO and LUMO (spin up / spin down)   5.61 / 5.53 eV
Net charge   +1
Energy relative to the best compared isomer or geometry (same formula, charge and spin)   48.8 kcal/mol
LUMO level (spin up / spin down)   -3.78 / -3.78 eV
Electronic energy   -3669.4644 hartree

XYZ file:
```
81
C39H34ClN3NdSSi2 the ωB97M-V functional and the def2-TZVPD basis
C -1.98790 -0.67311 5.18400
C -2.78546 -0.02705 4.19331
C -2.76405 -0.83727 3.01607
H -3.35663 0.89395 4.32827
C -1.94604 -1.97866 3.27869
C -1.45254 -1.86955 4.61748
H -0.80579 -2.58692 5.12393
H -1.88008 -0.35837 6.22137
H -3.31348 -0.64647 2.09166
H -1.75667 -2.79657 2.58221
Nd -0.27645 -0.01832 3.31165
Si 2.70912 0.27138 -5.37501
C 1.75009 1.75890 -5.90608
C 2.19859 2.56276 -6.96730
H 3.11725 2.29913 -7.49475
C 1.46613 3.69141 -7.34644
H 1.81237 4.30750 -8.17797
C 0.29468 4.03326 -6.66189
H -0.26852 4.91959 -6.95219
C -0.15467 3.23602 -5.60334
H -1.07682 3.48640 -5.07623
C 0.57576 2.10781 -5.21807
H 0.23367 1.49491 -4.38049
C 1.81517 -1.26588 -5.87680
C 0.62254 -1.22162 -6.61926
H 0.21058 -0.26137 -6.93845
C -0.04549 -2.40642 -6.95037
H -0.98614 -2.35875 -7.50116
C 0.48754 -3.64326 -6.57544
H -0.03379 -4.56422 -6.83351
C 1.69271 -3.69538 -5.86530
H 2.11423 -4.65867 -5.57452
C 2.35775 -2.51621 -5.52348
H 3.30420 -2.55758 -4.98023
H 2.87198 0.33513 -3.90737
Si -0.37198 0.09375 0.31591
C -0.99158 -1.53076 -0.36784
C -2.10481 -1.55781 -1.22949
H -2.59623 -0.62363 -1.51227
C -2.61215 -2.77841 -1.69374
H -3.48748 -2.78316 -2.34805
C -2.01577 -3.98082 -1.30042
H -2.41113 -4.92822 -1.66602
C -0.93519 -3.96875 -0.40701
H -0.49259 -4.91035 -0.07061
C -0.44094 -2.75290 0.07501
H 0.36375 -2.75595 0.81844
C -1.46403 1.48038 -0.28999
C -2.66106 1.81195 0.39247
H -2.90925 1.32565 1.34129
C -3.53845 2.76093 -0.14122
H -4.47492 2.98629 0.37697
C -3.20919 3.42809 -1.33004
H -3.89294 4.17014 -1.74194
C -1.98990 3.16772 -1.96678
H -1.71091 3.71524 -2.87165
C -1.11035 2.21372 -1.43653
H -0.14536 2.03291 -1.91459
H 4.00894 0.27741 -6.08376
Cl 1.55695 0.38544 -0.38654
N 2.48672 0.00332 6.79527
C 1.68228 0.97308 7.42783
C 1.74589 1.58046 8.67119
C 0.72403 2.50237 8.97529
C -0.32225 2.77780 8.07498
C -0.37352 2.15556 6.81967
C 0.66297 1.26880 6.51988
N 0.86657 0.51054 5.36375
C 1.97295 -0.26623 5.56629
C 2.51901 -1.15099 4.54479
C 3.68820 -1.88496 4.56314
S 3.97850 -2.64430 3.02335
C 2.52006 -1.98613 2.41087
N 1.83716 -1.24902 3.31266
H 3.29045 -0.46676 7.19849
H 2.54896 1.35959 9.37416
H 0.74053 3.01187 9.93503
H -1.10747 3.47749 8.35819
H -1.18027 2.31770 6.09627
H 4.35926 -1.95710 5.40652
H 2.25276 -2.06848 1.35774
```



Formula: C3H4BrF3O
Source: the OMol25 dataset
Level of theory: the ωB97M-V functional and the def2-TZVPD basis

Gap between HOMO and LUMO   10.52 eV
Energy relative to the best compared isomer or geometry (same formula, charge and spin)   20.3 kcal/mol
LUMO level   0.43 eV
Electronic energy   -3065.5300 hartree
SMILES   OC(F)(F)F.C=CBr

XYZ file:
```
12
C3H4BrF3O the ωB97M-V functional and the def2-TZVPD basis
O 2.01907 1.54039 0.07051
C 1.95187 0.27081 0.26625
F 1.38925 -0.27719 1.44691
F 3.15119 -0.29511 0.22058
F 1.11411 -0.38254 -0.64719
H 1.14577 2.07427 0.04770
C -1.89278 -1.14245 0.09841
C -1.62251 -0.08127 -0.64783
Br -1.41985 1.70382 0.02608
H -2.23603 -1.13217 1.21592
H -2.14333 -2.06771 -0.30812
H -1.45675 -0.21085 -1.78922
```



Formula: C2H3N5O
Source: the OMol25 dataset
Level of theory: the ωB97M-V functional and the def2-TZVPD basis

Gap between HOMO and LUMO   8.38 eV
Energy relative to the best compared isomer or geometry (same formula, charge and spin)   138.0 kcal/mol
LUMO level   -0.98 eV
Electronic energy   -426.8377 hartree
SMILES   [H]/N=c1/onnn1N=C

XYZ file:
```
11
C2H3N5O the ωB97M-V functional and the def2-TZVPD basis
H 1.57393 2.27474 0.07416
N 2.12913 1.44725 -0.09564
C 1.34096 0.40833 0.05143
O 2.14677 -0.70991 0.13799
N 1.27187 -1.87270 -0.13270
N 0.11452 -1.38409 -0.22287
N 0.08516 -0.02846 -0.24313
N -1.06397 0.71856 -0.26923
C -2.17885 -0.07494 0.17968
H -2.24402 -1.12324 0.40977
H -3.17550 0.34448 0.11053
```



Formula: C7H7N2OS
Source: the OMol25 dataset
Level of theory: the ωB97M-V functional and the def2-TZVPD basis

Gap between HOMO and LUMO (spin up / spin down)   6.78 / 6.79 eV
Net charge   +1
Energy relative to the best compared isomer or geometry (same formula, charge and spin)   139.8 kcal/mol
LUMO level (spin up / spin down)   -5.65 / -5.64 eV
Electronic energy   -853.4301 hartree

XYZ file:
```
18
C7H7N2OS the ωB97M-V functional and the def2-TZVPD basis
C 1.21977 -1.67496 -0.84575
C 0.34607 -0.60158 -1.19903
C 0.99884 -1.05894 1.37518
C -0.80886 1.16479 -2.22899
C -0.87145 1.20814 -0.83284
C 0.88360 -0.87304 2.73743
C -1.83926 1.97736 0.03354
N -0.22373 0.15270 -0.25932
N 1.43667 -1.93213 0.42054
O 1.90830 -1.52061 3.04729
S 0.21238 -0.06754 -2.81257
H 1.80219 -2.33232 -1.54709
H -1.39688 1.84125 -2.75223
H 0.20354 -0.21918 3.13207
H -2.73191 1.81448 -0.35515
H -1.46677 3.00596 0.06780
H -1.73775 1.71320 1.15271
H 2.06523 -2.59760 0.86639
```



Formula: C16H26N6O5S
Source: the OMol25 dataset
Level of theory: the ωB97M-V functional and the def2-TZVPD basis

Gap between HOMO and LUMO   9.22 eV
Energy relative to the best compared isomer or geometry (same formula, charge and spin)   42.3 kcal/mol
LUMO level   0.24 eV
Electronic energy   -1728.2328 hartree
SMILES   CS[C@]1(C(=O)NCCOCCN(C)C(=O)Cn2cnc(C(N)=O)n2)C[C@H](O)C1

XYZ file:
```
54
C16H26N6O5S the ωB97M-V functional and the def2-TZVPD basis
C -2.45372 -2.06113 -0.44659
S -3.91830 -1.29886 0.27915
C -3.99184 -1.99612 1.96144
C -3.18405 -3.28214 2.06213
O -2.11491 -3.34806 2.63873
N -3.74185 -4.35176 1.43615
C -3.06968 -5.63365 1.39078
C -1.98364 -5.69754 0.34160
O -2.59155 -5.54915 -0.92922
C -1.64479 -5.49547 -1.98043
C -2.37484 -5.29651 -3.28770
N -3.19075 -6.43829 -3.67041
C -4.59274 -6.40997 -3.29314
C -2.55398 -7.46783 -4.27776
O -1.35188 -7.45539 -4.48511
C -3.42284 -8.65952 -4.68236
N -2.71561 -9.59708 -5.52381
C -1.50485 -10.16798 -5.39050
N -1.30757 -11.02583 -6.36596
C -2.46481 -10.94628 -7.08192
C -2.70800 -11.75578 -8.31999
N -1.64311 -12.53362 -8.64809
O -3.74389 -11.70665 -8.93970
N -3.34767 -10.10310 -6.60061
C -3.65090 -1.01653 3.10839
C -4.97482 -1.39623 3.80340
O -5.77902 -0.37009 4.33064
C -5.44404 -2.09603 2.50673
H -2.27643 -1.52919 -1.38053
H -1.58394 -1.93389 0.19634
H -2.61852 -3.11316 -0.66063
H -4.55540 -4.20278 0.86410
H -2.63004 -5.82761 2.36945
H -3.81555 -6.40459 1.19177
H -1.25462 -4.89556 0.51247
H -1.45693 -6.65917 0.40337
H -0.94726 -4.65958 -1.82401
H -1.05845 -6.42147 -2.01454
H -3.02829 -4.42375 -3.21509
H -1.64068 -5.11743 -4.07175
H -5.09962 -7.31910 -3.59417
H -4.68541 -6.30288 -2.21266
H -5.09345 -5.56615 -3.77330
H -3.79588 -9.16071 -3.78415
H -4.28375 -8.33960 -5.26384
H -0.82052 -9.89890 -4.60813
H -0.81260 -12.52189 -8.08310
H -1.71345 -13.11278 -9.46541
H -2.72849 -1.22983 3.64162
H -3.64432 0.01965 2.76828
H -4.82734 -2.10180 4.61871
H -5.86979 0.32000 3.66565
H -6.14747 -1.48710 1.93608
H -5.85107 -3.10142 2.60926
```